(1)
# C34H33FeN6OP2SSe2

C34H33FeN6OP2SSe2 as an isolated structure in a non-equilibrium geometry (ωB97M-V/def2-TZVPD, the Open Molecules 2025 dataset).

Geometry as ORCA input:
```
! wB97M-V def2-TZVPD RIJCOSX def2/J DEFGRID3
* xyz 1 5
Fe 1.56507 1.94905 0.84818
Se -3.08637 -0.41328 -4.47664
P -2.10326 -1.12372 -2.70525
C -0.66746 -2.15612 -3.24009
C 0.48901 -1.50776 -3.68001
C 1.40025 -2.17265 -4.47855
C 1.15880 -3.48988 -4.82330
C 0.08608 -4.18791 -4.27024
C -0.86104 -3.49191 -3.52197
C -3.24010 -2.22174 -1.76502
C -3.94589 -3.13512 -2.57800
C -4.65021 -4.19724 -2.03965
C -4.77888 -4.27714 -0.66772
C -4.19942 -3.29479 0.14410
C -3.39282 -2.32657 -0.39173
C -1.28858 0.15993 -1.62425
C -0.51063 0.09610 -0.49378
N -0.04716 1.34848 -0.25432
N -0.55697 2.15610 -1.17081
N -1.26176 1.47851 -2.03160
P 0.23371 -1.23890 0.53680
Se 2.11654 -0.38388 1.20076
C 0.49101 -2.83857 -0.30315
C -0.41373 -3.90276 -0.17258
C -0.15876 -5.16414 -0.66890
C 1.02903 -5.36071 -1.40381
C 1.87522 -4.27181 -1.64454
C 1.64972 -3.05413 -1.03706
C -0.80316 -1.65111 1.92968
C -1.70774 -0.69777 2.34183
C -2.56227 -0.98906 3.41222
C -2.46375 -2.20346 4.05130
C -1.53735 -3.16498 3.66167
C -0.69355 -2.88057 2.60186
H 0.62458 -0.42204 -3.50679
H 2.28253 -1.63923 -4.85559
H 1.79821 -4.01413 -5.55691
H -0.06124 -5.26120 -4.47618
H -1.73277 -4.05755 -3.18554
H -3.79586 -2.98759 -3.65749
H -5.04683 -4.97674 -2.67708
H -5.41695 -5.01189 -0.22026
H -4.38953 -3.21714 1.24348
H -2.94532 -1.63524 0.30299
H -1.38901 -3.67593 0.26765
H -0.87863 -5.95263 -0.48423
H 1.26166 -6.27737 -1.84076
H 2.71077 -4.34887 -2.32334
H 2.40739 -2.27866 -1.17295
H -1.81730 0.20404 1.76013
H -3.31289 -0.23385 3.64224
H -3.09195 -2.40849 4.92614
H -1.60761 -4.12552 4.12450
H -0.01876 -3.64513 2.16449
O 1.84338 2.38983 2.77717
N 2.08899 3.51692 3.42024
C 2.85253 4.45048 2.80109
C 3.17864 5.57300 3.52022
C 2.73371 5.75455 4.83507
C 1.85375 4.81510 5.36767
C 1.57751 3.67386 4.65366
H 3.23064 4.24412 1.81241
H 3.77502 6.31448 3.01270
H 3.04825 6.62997 5.38055
H 1.46877 4.82231 6.36740
H 1.03226 2.75627 4.88971
C 4.05996 6.38227 -1.12549
N 2.79179 5.99889 -0.46381
C 2.24010 4.78227 -0.36227
S 3.06574 3.35125 -0.76986
N 0.93111 4.68439 0.10361
C 0.12751 5.81513 0.53870
H 4.29385 7.39015 -0.85977
H 3.96619 6.36989 -2.21210
H 4.86172 5.72670 -0.79851
H 2.13006 6.78652 -0.31258
H 0.36908 3.98329 -0.36404
H -0.07494 6.56321 -0.27595
H 0.57609 6.36419 1.37304
H -0.76579 5.43557 0.93124
*
```

The gap between HOMO and LUMO (spin up / spin down) is 6.05 / 5.95 eV. For the relative energy (zero: lowest compared OMol25 entry of this formula, charge and spin), the calculation gives 32.5 kcal/mol.

Charges obtained by Löwdin population analysis, quoted in units of e: 0.40 0.27 0.57 -0.37 -0.10 -0.08 -0.09 -0.08 -0.10 -0.33 -0.13 -0.07 -0.07 -0.08 -0.12 -0.38 -0.42 -0.18 -0.06 0.03 0.72 0.49 -0.34 -0.12 -0.04 -0.04 -0.07 -0.11 -0.39 -0.10 -0.06 -0.08 -0.05 -0.07 0.12 0.12 0.12 0.12 0.10 0.06 0.11 0.10 0.12 0.08 0.09 0.12 0.09 0.11 0.10 0.10 0.11 0.12 0.11 0.12 -0.26 -0.17 -0.01 -0.02 -0.02 -0.01 0.02 0.09 0.12 0.12 0.12 0.16 -0.05 -0.02 -0.82 0.70 -0.07 -0.07 0.08 0.10 0.08 0.14 0.06 0.11 0.08 0.07

***

(2)
# C34H34BBr75IN3O

C34H34BBr75IN3O as an isolated structure in a non-equilibrium geometry (ωB97M-V/def2-TZVPD, the Open Molecules 2025 dataset).

Geometry as ORCA input:
```
! wB97M-V def2-TZVPD RIJCOSX def2/J DEFGRID3
* xyz 0 1
C -0.03049 2.50771 -1.95210
C -1.55563 2.15763 -1.93567
C -2.55091 3.23396 -2.02469
C -4.03423 2.97060 -2.01136
N -4.87356 4.07710 -2.07793
C -6.16549 3.66087 -2.04853
C -6.64309 2.24684 -1.98043
B -8.23001 1.90623 -1.99360
N -9.11556 2.08168 -0.82373
O -8.72005 1.37204 -3.23111
N -5.79367 1.18594 -1.89889
C -4.46124 1.57030 -1.90485
C -3.44318 0.47703 -1.82691
C -2.02171 0.71685 -1.82529
I -0.71835 -0.97676 -1.66121
H 0.60544 1.57759 -1.97429
H 0.19916 3.12872 -2.86233
H 0.19314 3.10491 -1.02756
H -2.13477 4.28447 -2.09382
H -6.95196 4.46301 -2.10154
H -10.07014 2.07893 -1.21265
H -9.09578 1.22241 -0.25356
H -9.46169 1.95299 -3.48897
H -3.81043 -0.57965 -1.74608
C -1.73135 -4.21352 -4.65115
Br -3.43818 -3.62603 -3.95903
Br -1.39824 -6.07670 -4.25128
Br -1.55500 -3.83868 -6.54136
H -0.96614 -3.63692 -4.14041
C 0.84318 6.62276 -0.80566
Br -0.79349 5.65547 -1.16961
Br 2.00152 6.68675 -2.35717
Br 0.49950 8.38710 -0.09178
H 1.37047 6.06577 -0.03711
C -3.28672 -3.71668 0.27929
Br -3.12812 -5.64370 0.31467
Br -4.97610 -3.15059 -0.46971
Br -2.97810 -2.93558 2.01981
H -2.50460 -3.34607 -0.37739
C 0.02078 -3.67664 4.55387
Br 0.11486 -2.42463 6.02782
Br 1.14789 -3.15208 3.07650
Br 0.39118 -5.48769 5.13367
H -1.00344 -3.66163 4.19084
C 4.65305 10.30596 -2.76813
Br 5.89006 8.82860 -2.94183
Br 3.27812 10.25368 -4.12733
Br 3.90300 10.40663 -0.98864
H 5.22175 11.21659 -2.92564
C -12.67158 1.40244 -4.78231
Br -12.45289 -0.51750 -4.74303
Br -14.39938 1.91718 -5.47955
Br -12.33336 2.19848 -3.04826
H -11.92325 1.79463 -5.46356
C -5.29282 -1.24996 5.24356
Br -3.48186 -1.64659 5.80207
Br -5.33751 0.03222 3.79526
Br -6.27841 -2.85442 4.81272
H -5.79131 -0.78977 6.08878
C 0.43024 0.86494 9.03602
Br 0.47671 2.79960 8.97840
Br -0.89189 0.13010 7.83426
Br 2.16763 0.08477 8.70891
H 0.13876 0.58486 10.04337
C -11.26204 2.78819 2.88474
Br -9.53568 1.99582 3.25591
Br -11.36738 4.61216 3.51774
Br -11.72474 2.65068 1.01131
H -12.00026 2.21610 3.43727
C -4.95566 -9.50722 0.92651
Br -4.13398 -9.11186 -0.77923
Br -3.69296 -9.34765 2.38339
Br -6.53763 -8.43477 1.22548
H -5.27509 -10.54375 0.89366
C -1.02704 -4.94355 8.79804
Br -0.85832 -6.87000 8.83214
Br -2.72264 -4.38161 8.06005
Br -0.70625 -4.16159 10.54023
H -0.25305 -4.56846 8.13412
C 1.18020 -7.38054 1.66419
Br 2.98763 -7.78786 2.21923
Br 1.14581 -6.12501 0.19386
Br 0.17100 -8.98138 1.26282
H 0.69057 -6.89813 2.50499
C 3.85807 2.14301 -4.13367
Br 2.20935 1.21089 -4.52738
Br 5.03287 2.19686 -5.66989
Br 3.53276 3.91356 -3.40795
H 4.36923 1.57192 -3.36609
C 4.66095 3.28274 8.64907
Br 6.31943 2.36452 9.03110
Br 4.67818 5.10309 9.30437
Br 4.21140 3.19950 6.77035
H 3.87584 2.75878 9.18649
C 3.11252 -3.70898 8.57409
Br 3.29572 -2.49385 10.06880
Br 4.22001 -3.17931 7.08002
Br 3.43150 -5.54488 9.09329
H 2.08009 -3.64787 8.24086
C 9.34460 6.73837 -3.23793
Br 11.16902 6.38699 -2.70053
Br 9.25577 8.01206 -4.69130
Br 8.39089 5.11044 -3.65802
H 8.84445 7.19077 -2.38714
C -5.63886 -4.74083 -7.92888
Br -4.41663 -6.23043 -8.09977
Br -7.00216 -4.76847 -9.30157
Br -6.40610 -4.64417 -6.15667
H -5.05904 -3.83475 -8.07432
C 9.29084 1.01156 -6.46726
Br 8.11579 2.19999 -7.44026
Br 9.58011 1.62014 -4.65590
Br 8.66901 -0.81931 -6.52135
H 10.25351 1.03461 -6.96942
C 10.78426 2.19785 8.28394
Br 9.67694 3.45865 7.32342
Br 11.12139 2.77660 10.09876
Br 10.04856 0.40925 8.22507
H 11.74312 2.16477 7.77706
C 9.95918 8.82559 -8.47499
Br 11.28511 10.04124 -9.18652
Br 8.30189 8.90722 -9.46909
Br 10.63454 7.01816 -8.35275
H 9.73941 9.15194 -7.46349
C 10.31877 -1.66721 -9.91193
Br 10.54761 -3.46873 -10.57610
Br 11.80400 -1.12044 -8.79899
Br 9.99155 -0.40698 -11.34267
H 9.43441 -1.66938 -9.28206
C -6.25096 -2.39471 10.11634
Br -4.42875 -2.78894 10.62939
Br -6.33263 -1.09158 8.68988
Br -7.23751 -4.00083 9.68135
H -6.73480 -1.94763 10.97864
C -10.57989 -3.78821 4.42693
Br -12.44651 -4.17579 4.09821
Br -10.11813 -1.98426 3.90569
Br -10.08043 -4.15280 6.26032
H -10.00064 -4.45865 3.80011
C 13.52593 -6.39149 -11.21553
Br 14.94440 -5.07702 -11.18132
Br 12.48944 -6.37018 -9.58282
Br 12.40314 -6.19714 -12.77929
H 13.99693 -7.36679 -11.28110
C 2.48831 1.17786 0.59441
Br 2.57217 2.44176 2.05619
Br 3.60390 1.72407 -0.88778
Br 2.87961 -0.62277 1.17396
H 1.46322 1.17559 0.23439
*
```

The gap between HOMO and LUMO is 8.25 eV.

Löwdin atomic charge list, values in e, 99 entries: -0.16 -0.24 -0.02 -0.19 0.11 -0.05 -0.11 -0.48 0.11 0.07 0.15 -0.19 -0.07 -0.58 0.89 -0.03 0.07 0.04 -0.04 0.12 -0.03 0.08 0.05 0.06 -1.61 0.52 0.57 0.56 -0.05 -1.56 0.75 0.54 0.57 -0.02 -1.60 0.55 0.57 0.57 -0.08 -1.56 0.53 0.55 0.61 -0.07 -1.62 0.55 0.56 0.55 -0.03 -1.62 0.59 0.58 0.60 -0.03 -1.61 0.50 0.57 0.56 -0.11 -1.57 0.59 0.54 0.54 -0.02 -1.61 0.55 0.57 0.59 -0.03 -1.62 0.55 0.54 0.56 -0.03 -1.62 0.57 0.52 0.56 -0.10 -1.63 0.56 0.54 0.55 -0.09 -1.63 0.60 0.56 0.50 -0.10 -1.64 0.55 0.56 0.54 -0.08 -1.62 0.52 0.57 0.57 -0.07